7
Properties=species:S:1:pos:R:3:forces:R:3 method="wB97M-V/def2-TZVPD" charge=+1 e_above_lowest_kcal_mol=73.8 total_energy_ev=-3616.3257 homo_ev=-16.37 orbital_gap_ev=6.399
C -3.042191 -0.658639 0.206846 1.15 0.38 0.40
C 1.175850 0.576261 -0.855758 0.63 0.70 -4.17
N -2.116578 -0.260034 0.743429 0.36 0.19 0.06
H -3.798585 -1.045254 -0.382479 -1.34 -0.54 -0.61
H 0.497759 -0.062545 -1.485492 1.04 0.49 0.37
H 2.015491 1.253745 -1.223359 -0.99 -1.25 0.08
H 0.936806 0.670763 0.114223 -0.85 0.03 3.87